ORCA calculation (wB97M-V/def2-TZVPD) on C32H70NbO5Si4 as an isolated structure in a non-equilibrium geometry.

Gap between HOMO and LUMO = 6.35 eV
Net charge = -1
Lowest unoccupied orbital energy = 0.063 hartree
DFT total energy = -2852.60406 Ha

Geometry (Å):
C (0.46217, -3.45284, -6.20830)
C (0.33083, -3.11657, -4.67175)
O (-0.38797, -4.05684, -3.87559)
Nb (-2.35387, -4.41566, -4.41136)
C (-4.45977, -5.09753, -4.96086)
C (-2.71134, -2.27369, -5.15184)
C (-4.15358, -1.95122, -5.71844)
C (-4.45330, -2.43534, -7.19430)
C (-3.17694, -2.89743, -8.01545)
C (-5.34516, -1.44215, -8.04539)
C (-4.76028, -0.00149, -8.23881)
C (-3.56735, 0.07642, -9.26113)
C (-2.35340, 0.61120, -8.97905)
C (-2.00270, 1.23845, -7.58218)
C (-1.20469, 0.58931, -10.06027)
O (-3.14434, -3.82621, -2.55243)
C (-2.22309, -3.51512, -1.62293)
O (-1.45730, -4.29513, -1.09381)
C (-2.16541, -2.04583, -1.08178)
C (-3.20238, -1.66951, -0.10466)
C (-3.26089, -0.34620, 0.53091)
C (-2.21322, 0.61597, 0.15497)
C (-1.17907, 0.29087, -0.84093)
C (-1.17055, -1.05570, -1.44885)
H (-0.17000, -2.81872, -6.88311)
H (0.28572, -4.54670, -6.40648)
H (1.53403, -3.27003, -6.53039)
H (1.39727, -3.12954, -4.27545)
H (0.00592, -2.03889, -4.52262)
H (-2.09539, -6.14718, -3.82245)
H (-1.85855, -5.01694, -6.03863)
H (-4.56126, -5.30723, -6.06859)
H (-4.63055, -6.10987, -4.47664)
H (-5.27525, -4.43674, -4.56426)
H (-2.59818, -1.63345, -4.21709)
H (-1.91376, -1.88858, -5.85304)
H (-4.95288, -2.25368, -4.98022)
H (-4.22905, -0.81525, -5.74588)
H (-5.08026, -3.37285, -7.08950)
H (-3.46090, -2.86365, -9.11218)
H (-2.83577, -3.93303, -7.77629)
H (-2.31789, -2.17136, -7.92563)
H (-5.46982, -1.92243, -9.06148)
H (-6.36855, -1.44115, -7.56597)
H (-5.58516, 0.61840, -8.71314)
H (-4.48315, 0.53792, -7.30178)
H (-3.77742, -0.38485, -10.26566)
H (-2.42346, 2.28455, -7.57202)
H (-2.46749, 0.66353, -6.73156)
H (-0.90305, 1.31158, -7.39424)
H (-1.17512, -0.36434, -10.64925)
H (-1.36842, 1.44792, -10.76454)
H (-0.24186, 0.75382, -9.49584)
H (-4.00493, -2.38875, 0.20154)
H (-4.04915, -0.12064, 1.28940)
H (-2.22541, 1.61531, 0.65631)
H (-0.39975, 1.05280, -1.09361)
H (-0.37808, -1.28642, -2.19364)
O (0.08092, -1.55471, 5.41391)
Si (0.04743, -0.77370, 6.87172)
C (-1.72295, -0.51779, 7.43857)
C (0.87660, 0.90449, 6.73364)
C (0.94366, -1.76280, 8.18538)
Si (-0.46096, -1.34299, 3.85425)
C (0.03663, -2.78174, 2.76881)
C (0.26267, 0.22397, 3.11752)
C (-2.33063, -1.20657, 3.82549)
H (-2.25599, 0.15092, 6.75879)
H (-1.74580, -0.07560, 8.43807)
H (-2.25707, -1.47022, 7.47222)
H (1.89147, 0.79923, 6.34340)
H (0.93197, 1.38738, 7.71232)
H (0.31623, 1.55914, 6.06187)
H (1.99051, -1.91434, 7.91149)
H (0.47828, -2.74221, 8.31893)
H (0.91352, -1.23663, 9.14265)
H (1.12410, -2.88506, 2.73321)
H (-0.32500, -2.62768, 1.74884)
H (-0.38570, -3.71716, 3.14294)
H (-0.09656, 1.10721, 3.65298)
H (-0.02441, 0.32099, 2.06811)
H (1.35433, 0.20782, 3.17684)
H (-2.66383, -0.30805, 4.35208)
H (-2.78715, -2.07617, 4.30563)
H (-2.68849, -1.15150, 2.79663)
O (5.51195, 5.26801, 6.74759)
Si (7.13133, 5.52291, 6.50109)
C (7.48107, 5.80048, 4.67896)
C (8.12278, 4.03808, 7.07811)
C (7.72579, 7.02627, 7.44606)
Si (4.31646, 4.21141, 6.28648)
C (2.67697, 4.66909, 7.06521)
C (4.74865, 2.46419, 6.81552)
C (4.10600, 4.23548, 4.42295)
H (7.25525, 4.90304, 4.09841)
H (8.53390, 6.04944, 4.52424)
H (6.87360, 6.62181, 4.29147)
H (7.89504, 3.80590, 8.12123)
H (9.19360, 4.23676, 6.99556)
H (7.89214, 3.15853, 6.47278)
H (7.56723, 6.89876, 8.51958)
H (7.19196, 7.92364, 7.12425)
H (8.79324, 7.18373, 7.27458)
H (2.74307, 4.64307, 8.15577)
H (1.90233, 3.96455, 6.75343)
H (2.36845, 5.67265, 6.76294)
H (5.64120, 2.11053, 6.29377)
H (3.92830, 1.78061, 6.58864)
H (4.94231, 2.42502, 7.89046)
H (5.00390, 3.86217, 3.92523)
H (3.91549, 5.25221, 4.07062)
H (3.26538, 3.60408, 4.12701)

Atomic partial charges in e from the Löwdin method, atoms 1 to 8:
1 C -0.1383
2 C -0.4082
3 O -0.4602
4 Nb 1.6261
5 C -0.3723
6 C -0.3427
7 C -0.2644
8 C -0.3550

ORCA calculation (wB97M-V/def2-TZVPD) on C18H9F7NRhS as an isolated structure.

Gap between HOMO and LUMO (spin up / spin down) = 5.23 / 5.42 eV
Lowest unoccupied orbital energy (spin up / spin down) = -0.003 / -0.114 hartree
Relative energy (zero: lowest compared OMol25 entry of this formula, charge and spin) = 39.9 kcal/mol
<S²> = 6.062
Multiplicity = 5
DFT total energy = -1953.65422 Ha

Geometry (Å):
Rh (-0.52485, 0.40540, 0.51454)
C (-0.18607, -2.80186, -2.52166)
C (-1.50213, -2.82824, -3.05121)
C (-2.42713, -1.96231, -2.56049)
C (-2.07642, -1.03969, -1.52737)
N (-0.77061, -1.03237, -1.02157)
C (0.10864, -1.89513, -1.52516)
C (-2.92874, -0.11260, -0.94663)
C (-4.31349, 0.05280, -1.30230)
C (-5.05751, 1.00335, -0.69391)
C (-4.50967, 1.86761, 0.31659)
C (-3.19730, 1.73531, 0.69763)
C (-2.36588, 0.77010, 0.11512)
H (0.57839, -3.47403, -2.88284)
H (-1.76116, -3.52815, -3.83398)
H (-3.43511, -1.96425, -2.95023)
H (1.10574, -1.85492, -1.10159)
H (-4.76080, -0.57933, -2.05704)
H (-6.09771, 1.11943, -0.97356)
H (-5.14198, 2.61488, 0.77586)
H (-2.79778, 2.38258, 1.46382)
F (5.93951, -1.57434, 2.72613)
C (5.21806, -0.69181, 2.05948)
C (3.89532, -0.98634, 1.74113)
F (3.37272, -2.14987, 2.11269)
C (3.15551, -0.06479, 1.04379)
F (1.88663, -0.38590, 0.76333)
C (3.67183, 1.17655, 0.62978)
S (2.74560, 2.29596, -0.25190)
C (5.01550, 1.43230, 0.98015)
F (5.58384, 2.57190, 0.62811)
C (5.77849, 0.51984, 1.68044)
F (7.04250, 0.78244, 1.98972)
F (-1.18152, 1.64682, 3.04398)
C (-0.31479, 1.76100, 1.96454)
F (-0.44458, 3.07952, 1.53772)
H (0.69696, 1.70817, 2.41687)

Atomic partial charges in e from the Löwdin method, atoms 1 to 8:
1 Rh 0.9809
2 C -0.0668
3 C -0.0838
4 C -0.0159
5 C -0.2437
6 N -0.0511
7 C -0.1514
8 C -0.1415

ORCA calculation (wB97M-V/def2-TZVPD) on C6H8O2 as an isolated structure in a non-equilibrium geometry.

Gap between HOMO and LUMO = 10.61 eV
Lowest unoccupied orbital energy = 0.038 hartree
Relative energy (zero: lowest compared OMol25 entry of this formula, charge and spin) = 200.9 kcal/mol
DFT total energy = -383.58996 Ha

Geometry (Å):
C (-0.29508, -0.82279, -1.60690)
C (-0.02083, -1.18200, 0.75958)
C (0.26197, 0.18013, 1.33545)
C (0.68667, 1.64075, 0.74072)
C (-0.15673, 0.37074, -0.64105)
C (-0.89179, -0.22817, 0.58403)
H (0.47658, -0.65528, -2.34471)
H (-1.13567, -1.50389, -1.78978)
H (-0.21706, -2.03831, 1.36007)
H (0.19949, 0.14012, 2.43742)
H (0.57719, 2.53661, 1.43007)
H (1.73583, 1.33527, 0.34643)
H (0.83560, 0.16991, -0.77884)
H (-2.04797, -0.40679, 0.43724)
O (0.59862, -1.58299, -0.61277)
O (-0.33978, 1.66678, -0.40333)

Atomic partial charges in e from the Löwdin method, atoms 1 to 8:
1 C -0.0131
2 C -0.1971
3 C -0.1135
4 C 0.0064
5 C -0.4322
6 C -0.2032
7 H 0.1219
8 H 0.1269

ORCA calculation (wB97M-V/def2-TZVPD) on a 3-piece molecular cluster, C23H31BrF4N2O6S overall in a non-equilibrium geometry.

Gap between HOMO and LUMO = 6.79 eV
SMILES = Cc1c(Br)c(S)c2nc(CCC(F)(F)F)cnc2c1CCCF.CCOC(=O)OC.CCOC(=O)OC
Lowest unoccupied orbital energy = -0.057 hartree
DFT total energy = -4827.11255 Ha

Geometry (Å):
C (3.60295, 0.41620, 2.77955)
C (2.28941, 0.98520, 1.97592)
C (0.91097, 0.04307, 2.07344)
Br (0.82640, -1.69026, 3.06726)
C (-0.42219, 0.61877, 1.30533)
S (-1.99625, -0.43154, 1.42967)
C (-0.46114, 2.06065, 0.47017)
N (-1.77626, 2.44376, -0.14695)
C (-1.70944, 3.77938, -0.83146)
C (-3.10963, 4.34296, -1.53766)
C (-4.02771, 4.94661, -0.28506)
C (-4.90967, 3.80011, 0.49056)
F (-4.15970, 3.11559, 1.60284)
F (-5.53363, 2.78665, -0.39814)
F (-6.05904, 4.49670, 1.18113)
C (-0.34635, 4.66293, -0.92493)
N (0.98761, 4.31179, -0.32748)
C (0.87403, 2.98242, 0.36316)
C (2.24779, 2.42170, 1.12593)
C (3.62160, 3.36865, 1.06178)
C (4.16298, 3.63316, -0.46298)
C (4.09034, 5.23887, -0.89936)
F (3.54742, 5.33098, -2.28762)
H (3.39970, 0.52865, 3.92644)
H (4.63123, 0.83758, 2.41302)
H (3.63590, -0.75746, 2.56832)
H (-2.45774, -0.49172, 2.75535)
H (-3.62355, 3.36960, -1.99969)
H (-2.91502, 5.12711, -2.38827)
H (-4.72389, 5.85070, -0.63560)
H (-3.23094, 5.37500, 0.49375)
H (-0.40988, 5.69070, -1.52540)
H (3.45302, 4.43175, 1.57774)
H (4.52196, 2.88137, 1.66261)
H (5.30667, 3.34675, -0.52891)
H (3.54911, 2.95196, -1.21224)
H (3.34158, 5.80786, -0.20042)
H (5.14245, 5.76346, -0.90577)
C (7.24193, -5.42420, 0.50797)
C (6.88916, -4.29444, -0.44326)
O (5.53719, -4.40886, -0.90720)
C (4.57790, -4.07501, -0.00962)
O (4.76334, -3.68931, 1.13344)
O (3.36739, -4.27077, -0.59273)
C (2.26588, -4.05996, 0.28597)
H (7.04850, -6.39535, 0.04056)
H (8.29550, -5.37205, 0.79751)
H (6.63646, -5.38618, 1.41827)
H (7.53291, -4.35564, -1.32828)
H (7.05852, -3.31138, 0.01090)
H (2.30698, -3.06688, 0.74471)
H (2.24794, -4.84007, 1.05391)
H (1.34486, -4.13022, -0.29967)
C (-5.26889, -0.97149, -0.82952)
C (-6.42788, -1.40642, -1.70885)
O (-6.17827, -2.68823, -2.30113)
C (-6.29137, -3.75201, -1.46869)
O (-6.58572, -3.71260, -0.28483)
O (-5.99213, -4.87341, -2.17338)
C (-5.96660, -6.05857, -1.38303)
H (-4.33054, -0.98797, -1.39366)
H (-5.43390, 0.03827, -0.44258)
H (-5.13660, -1.64504, 0.02225)
H (-6.54001, -0.69376, -2.53406)
H (-7.37603, -1.41434, -1.15902)
H (-6.90693, -6.19484, -0.83939)
H (-5.12035, -6.02494, -0.68924)
H (-5.83030, -6.91196, -2.05335)

Atomic partial charges in e from the Löwdin method, atoms 1 to 8:
1 C -0.1205
2 C -0.1279
3 C -0.5194
4 Br 0.6335
5 C -0.4560
6 S 0.6049
7 C -0.1278
8 N 0.0887